[1]
Here is a molecular structure, C29H62LiNO29P in a non-equilibrium geometry from OMol25. Energies are from ωB97M-V/def2-TZVPD.

Results
ΔE to the lowest compared entry with this formula, charge and spin in eV: 2.2334
Charge: -1
Orbital gap in eV: 3.7070
E_LUMO in eV: 1.82
E_tot in eV: -101425.232

Geometry (Å):
C1 0.03296 -0.84586 1.65866
N1 -0.93818 -0.57339 0.58942
C2 -1.87781 -1.69162 0.68945
C3 -1.70570 0.72467 0.76841
C4 -0.37999 -0.72908 -0.80658
C5 0.91753 0.08836 -0.97837
O1 1.34011 -0.21881 -2.29700
H1 -0.37195 -1.13296 2.65814
H2 0.76270 -0.06363 1.82835
H3 0.76348 -1.54930 1.34486
H4 -2.71003 -1.55662 1.32648
H5 -1.29545 -2.59238 0.48218
H6 -2.56658 -1.59033 -0.18401
H7 -1.20864 1.51781 1.10261
H8 -2.45056 0.58524 1.59532
H9 -2.38858 0.98819 -0.07297
H10 -1.03727 -0.71798 -1.56531
H11 -0.03008 -1.68478 -1.02443
H12 1.66472 0.02492 -0.34824
H13 0.71192 1.13050 -0.67252
H14 1.71896 -1.10916 -2.13591
Li1 4.12034 -2.20911 -1.54590
P1 2.34933 -3.25221 -0.64399
O2 3.04698 -2.17979 -0.04305
O3 2.26824 -2.39400 -1.87911
O4 1.13294 -3.82020 -0.11885
O5 3.47258 -4.00527 -1.13906
C6 8.08750 -1.29098 -3.31684
O6 7.46106 -0.18420 -2.68130
C7 6.29911 -0.32353 -2.12276
O7 5.82029 -1.45514 -2.08763
O8 5.87285 0.74187 -1.55846
C8 4.63613 0.65488 -0.65420
H15 9.07326 -0.79566 -3.53268
H16 7.60966 -1.73747 -4.14519
H17 8.35415 -2.01853 -2.69094
H18 4.64413 1.54797 0.05488
H19 4.76791 -0.27625 0.00610
H20 3.62673 0.68901 -1.17496
C9 -3.41378 6.01102 0.08522
O9 -3.50123 5.45075 -1.24223
C10 -3.03725 4.18699 -1.50361
O10 -2.69847 3.46160 -0.53684
O11 -2.75917 3.89582 -2.72146
C11 -2.14842 2.67111 -2.98382
H21 -4.40827 6.33206 0.13159
H22 -2.99485 6.76288 0.39261
H23 -3.18869 5.43313 0.83138
H24 -2.21736 2.35753 -4.08464
H25 -2.43573 1.95410 -2.37639
H26 -1.06760 2.74832 -2.59356
C12 -2.81670 -2.33564 4.47850
O12 -3.60748 -2.11635 3.41001
C13 -4.94118 -1.84888 3.49942
O13 -5.59711 -1.92880 4.56169
O14 -5.67225 -1.43568 2.43923
C14 -7.11159 -1.50450 2.46138
H27 -3.29062 -3.21508 5.10146
H28 -2.57766 -1.59757 5.00708
H29 -1.84893 -2.92042 3.97916
H30 -7.57335 -2.54593 2.03865
H31 -7.36770 -0.91082 1.79304
H32 -7.83635 -1.09409 3.33054
C15 2.29577 -3.94944 2.78564
O15 2.30998 -4.06650 4.23261
C16 1.40892 -3.33668 4.91346
O16 0.64453 -2.58431 4.34435
O17 1.49922 -3.43224 6.22260
C17 0.87335 -2.52875 7.13051
H33 1.44733 -4.27424 2.43993
H34 3.00553 -4.57369 2.26672
H35 2.43059 -2.79783 2.56771
H36 -0.04133 -2.98497 7.51240
H37 0.86340 -1.50808 6.67239
H38 1.38863 -2.40000 8.03113
C18 4.81680 4.01567 2.63116
O18 4.99372 2.67829 3.06269
C19 4.03566 1.80938 2.86181
O19 3.03282 2.02229 2.17566
O20 4.18971 0.60414 3.56084
C20 3.43978 -0.51491 3.25703
H39 5.89913 4.51914 2.29414
H40 4.17712 4.30804 3.56759
H41 4.28570 4.07028 1.69990
H42 3.66231 -1.33213 3.92645
H43 3.32820 -0.78032 2.30656
H44 2.27101 -0.24164 3.46523
C21 0.39459 2.31079 3.98121
O21 -0.39694 3.39902 4.45462
C22 -1.71562 3.35328 4.28258
O22 -2.31379 2.52812 3.60666
O23 -2.44076 4.48533 4.78749
C23 -3.88876 4.48259 4.85419
H45 0.41117 2.55695 2.76551
H46 -0.26805 1.41344 4.06693
H47 1.31680 2.37142 4.55678
H48 -4.23548 3.61002 4.66073
H49 -4.11380 5.08106 3.99958
H50 -4.33929 4.97251 5.58224
C24 -1.54051 2.78601 -8.80867
O24 -0.75782 1.59532 -8.43551
C25 -0.76138 1.40368 -7.12459
O25 -1.21145 2.15270 -6.30852
O26 0.01624 0.29710 -6.71431
C26 0.24401 0.15388 -5.42129
H51 -0.98108 3.58988 -8.37941
H52 -2.53939 2.77137 -8.59966
H53 -1.76927 2.80635 -9.90823
H54 0.95026 -0.70812 -5.20525
H55 -0.58642 -0.01102 -4.96557
H56 0.69208 1.01503 -4.75599
C27 -0.26865 -3.68594 -3.53867
O27 -0.94097 -3.65148 -4.79065
C28 -1.98177 -2.97510 -5.07699
O28 -2.53987 -2.27438 -4.12397
O29 -2.37061 -3.08849 -6.30428
C29 -3.56962 -2.32752 -6.83677
H57 -0.61694 -2.72142 -2.98751
H58 0.68437 -3.98737 -3.44821
H59 -0.85593 -4.43550 -2.88998
H60 -4.44525 -2.63622 -6.39630
H61 -3.76858 -2.63065 -7.88220
H62 -3.23245 -1.23082 -6.80752

Mulliken population analysis, charges in e, atoms 1 to 2: atom 1 (C): -0.9614, atom 2 (N): 2.7879

---

[2]
Here is 3 unconnected molecules or ions with the total composition C29H63N3O6 from OMol25. Energies are from ωB97M-V/def2-TZVPD.

Results
Charge: 0
Orbital gap in eV: 8.7015
E_LUMO in eV: 0.60
Structure (SMILES): CCOCCO[C@@]1(C)OC(=O)O[C@@]1(CNC)OC[C@@H](C)CC(C)C.CCN(CC)CC.CCN(CC)CC
E_tot in eV: -47849.177

Geometry (Å):
C1 -4.78095 1.66641 1.60911
C2 -4.35233 1.90275 0.17310
O1 -3.66139 0.77959 -0.35252
C3 -2.30997 0.74280 0.04221
C4 -1.74552 -0.58740 -0.39955
O2 -0.34180 -0.54775 -0.15689
C5 0.46194 -1.14617 -1.12405
C6 0.12750 -2.60507 -1.31483
O3 0.35697 -0.37475 -2.33477
C7 1.06895 0.77646 -2.11193
O4 0.93447 1.76678 -2.74390
O5 1.90790 0.60841 -1.07490
C8 1.91144 -0.80709 -0.73748
C9 2.94120 -1.52743 -1.65269
N1 4.04076 -0.69067 -2.10831
C10 4.39415 -0.91381 -3.50680
O6 2.10725 -1.01424 0.59604
C11 3.33054 -0.53664 1.16060
C12 3.26423 0.94084 1.58218
C13 3.19852 1.09990 3.11824
C14 4.42322 1.74604 0.98362
C15 4.19015 3.25333 0.77256
C16 5.28735 3.79508 -0.14502
C17 2.81788 3.60450 0.20691
H1 -5.52575 0.87209 1.65342
H2 -3.92317 1.38037 2.21695
H3 -5.22749 2.56735 2.03198
H4 -3.71394 2.79198 0.10410
H5 -5.21325 2.06429 -0.47427
H6 -2.21533 0.83771 1.13118
H7 -1.73460 1.55639 -0.41607
H8 -1.97501 -0.73245 -1.45785
H9 -2.18633 -1.40346 0.17812
H10 -0.84666 -2.73551 -1.78114
H11 0.86765 -3.12150 -1.91928
H12 0.11397 -3.05456 -0.32291
H13 2.40781 -1.89424 -2.52943
H14 3.29220 -2.40179 -1.09320
H15 4.85769 -0.86899 -1.53879
H16 4.59052 -1.96626 -3.75501
H17 3.57836 -0.56298 -4.14086
H18 5.27862 -0.32792 -3.75174
H19 4.15311 -0.70856 0.45975
H20 3.49866 -1.18244 2.02082
H21 2.32471 1.31073 1.17814
H22 3.50482 0.18861 3.63522
H23 2.18965 1.33211 3.46133
H24 3.85258 1.90259 3.46140
H25 4.73635 1.30710 0.03071
H26 5.28053 1.65023 1.66144
H27 4.31195 3.75243 1.74069
H28 5.08448 4.82757 -0.43180
H29 6.26931 3.75207 0.33045
H30 5.33509 3.20592 -1.06460
H31 2.74184 4.68552 0.07599
H32 2.66017 3.12627 -0.76213
H33 2.00317 3.31243 0.87088
C18 -0.95415 1.70664 8.36527
C19 -1.79954 1.03252 7.29565
N2 -2.13013 1.91787 6.19240
C20 -3.18064 1.40688 5.32985
C21 -2.90246 0.12156 4.54303
C22 -0.99843 2.53958 5.52128
C23 0.07993 1.62340 4.92803
H34 -1.42579 2.63157 8.69987
H35 -0.84638 1.04306 9.22411
H36 0.04890 1.94273 8.00814
H37 -2.74712 0.71602 7.74068
H38 -1.29090 0.11032 6.97113
H39 -3.44943 2.20412 4.63066
H40 -4.06368 1.24498 5.95595
H41 -2.19495 0.28780 3.73014
H42 -3.82869 -0.24763 4.09804
H43 -2.50641 -0.66958 5.18085
H44 -0.51807 3.21619 6.23185
H45 -1.40412 3.18125 4.73476
H46 0.38537 0.85116 5.63614
H47 0.96664 2.21250 4.68531
H48 -0.24589 1.12999 4.01316
C24 -3.75894 -4.62021 -4.67012
C25 -3.11367 -3.24596 -4.76090
N3 -1.67143 -3.30503 -4.92814
C26 -1.01230 -2.02902 -4.70129
C27 -1.30925 -0.86611 -5.65194
C28 -1.20182 -4.07401 -6.06973
C29 -1.71305 -3.67536 -7.45950
H49 -3.27462 -5.22157 -3.89913
H50 -4.81453 -4.51719 -4.41585
H51 -3.70267 -5.16384 -5.61392
H52 -3.30154 -2.70368 -3.82916
H53 -3.61621 -2.66924 -5.55351
H54 0.06732 -2.20892 -4.68578
H55 -1.27637 -1.71047 -3.69136
H56 -0.84379 -1.00108 -6.62794
H57 -0.91398 0.05656 -5.22259
H58 -2.38145 -0.72906 -5.80006
H59 -1.45732 -5.12268 -5.89881
H60 -0.10938 -4.03193 -6.05744
H61 -2.79530 -3.53625 -7.46404
H62 -1.48241 -4.46601 -8.17607
H63 -1.25555 -2.75681 -7.82342

Mulliken population analysis, charges in e, atoms 1 to 2: atom 1 (C): -0.5050, atom 2 (C): -0.4147

---

[3]
Here is 4 unconnected molecules or ions with the total composition C29H63N6O7 in a non-equilibrium geometry from OMol25. Energies are from ωB97M-V/def2-TZVPD.

Results
Charge: +1
Orbital gap in eV: 6.4532
E_LUMO in eV: -4.29
E_tot in eV: -54357.838

Geometry (Å):
C1 -4.65574 -2.13554 1.14745
C2 -3.76245 -3.25395 1.74681
C3 -2.89503 -3.96282 0.67484
C4 -1.40194 -4.01616 1.07112
O1 -0.55247 -3.57539 -0.02455
C5 0.10281 -2.44001 0.35004
N1 -0.41274 -1.35554 -0.11362
N2 0.19001 -0.24117 0.26254
C6 1.22730 -0.24665 1.05095
C7 1.78482 1.12130 1.42943
O2 3.16825 1.19616 1.21017
C8 3.54198 2.10851 0.17556
C9 3.49177 1.40965 -1.18506
C10 1.85184 -1.40114 1.55708
N3 2.96066 -1.36785 2.40633
C11 2.64384 -0.89747 3.77974
C12 1.44472 -1.65967 4.37818
C13 1.63320 -1.94490 5.88611
C14 1.25426 -2.59936 1.17754
C15 1.75305 -3.94943 1.58696
C16 2.71143 -4.62325 0.54617
C17 4.19073 -4.64271 0.94816
O3 4.90356 -5.55068 0.58481
O4 4.70339 -3.65277 1.75946
H1 -4.77618 -1.32402 1.86491
H2 -4.14641 -1.70099 0.28437
H3 -5.62752 -2.52390 0.85396
H4 -4.40143 -3.97793 2.25163
H5 -3.16014 -2.78324 2.53044
H6 -3.26476 -4.98588 0.62816
H7 -2.99169 -3.46056 -0.28521
H8 -1.29282 -3.38622 1.95911
H9 -1.13934 -5.02663 1.38537
H10 -0.20354 0.63419 -0.06523
H11 1.29062 1.88360 0.81003
H12 1.50988 1.37428 2.45594
H13 2.99810 3.05557 0.20842
H14 4.58712 2.35471 0.36872
H15 3.97901 1.97756 -1.97283
H16 2.45364 1.15645 -1.42172
H17 4.01645 0.45865 -1.06938
H18 3.72153 -0.84041 1.99578
H19 2.37657 0.15979 3.81350
H20 3.50083 -1.11599 4.41086
H21 1.32011 -2.63769 3.91331
H22 0.50090 -1.12204 4.25448
H23 2.66398 -2.21137 6.11376
H24 1.22821 -1.15123 6.50866
H25 1.04118 -2.84077 6.08989
H26 2.31784 -3.84858 2.51129
H27 0.90993 -4.60379 1.78300
H28 2.44759 -5.67767 0.51473
H29 2.58630 -4.22712 -0.46207
H30 4.66045 -2.82912 1.26106
C18 0.97670 2.93793 7.56078
C19 -0.35919 2.78815 6.83951
C20 -1.57946 2.97235 7.75385
O5 -1.85915 1.86715 8.58924
C21 -1.08628 1.79783 9.77633
N4 -0.38807 1.48823 6.15607
H31 1.22647 2.05970 8.15566
H32 1.78211 3.07163 6.83749
H33 0.97329 3.80795 8.21914
H34 -0.40592 3.57341 6.07915
H35 -2.46146 3.08399 7.11681
H36 -1.50086 3.89355 8.34418
H37 -0.86725 2.79087 10.17713
H38 -0.15700 1.24921 9.60664
H39 -1.66537 1.24609 10.51588
H40 -1.23261 1.43363 5.59253
H41 -0.52776 0.77662 6.86972
C22 -3.80845 1.69461 -3.62826
C23 -2.68841 1.54553 -2.60491
C24 -1.28030 1.55492 -3.22144
O6 -0.90272 0.35468 -3.85766
C25 -1.38917 0.20270 -5.18542
N5 -2.92581 0.33104 -1.81572
H42 -3.99022 0.77252 -4.17910
H43 -4.74070 1.95542 -3.12798
H44 -3.58302 2.48474 -4.34668
H45 -2.74805 2.40705 -1.93163
H46 -0.55743 1.68643 -2.40339
H47 -1.14552 2.40911 -3.89662
H48 -1.43393 1.15566 -5.71750
H49 -2.36998 -0.27736 -5.18232
H50 -0.70378 -0.45627 -5.71725
H51 -2.23817 0.28685 -1.07005
H52 -2.69396 -0.46666 -2.40346
C26 0.21099 2.51244 -10.99544
C27 0.72676 1.58661 -9.89814
C28 -0.32919 1.24254 -8.83580
O7 -0.58246 2.28115 -7.90142
C29 -1.47712 3.28162 -8.35986
N6 1.92700 2.18153 -9.30250
H53 0.13810 3.54760 -10.66308
H54 0.89120 2.49949 -11.84656
H55 -0.77214 2.19555 -11.34961
H56 1.01612 0.64662 -10.37676
H57 0.05139 0.40500 -8.24356
H58 -1.26472 0.89916 -9.29561
H59 -2.25555 2.86690 -9.00538
H60 -0.94032 4.07519 -8.88258
H61 -1.95263 3.72733 -7.48514
H62 2.33442 1.51974 -8.64739
H63 1.62594 2.95343 -8.71313

Mulliken population analysis, charges in e, atoms 1 to 2: atom 1 (C): -0.8912, atom 2 (C): -0.4516

---

[4]
Here is 7 unconnected molecules or ions with the total composition C29H64FN6O12P from OMol25. Energies are from ωB97M-V/def2-TZVPD.

Results
ΔE to the lowest compared entry with this formula, charge and spin in eV: 0.0000
Charge: 0
Orbital gap in eV: 9.6877
E_LUMO in eV: 0.51
Structure (SMILES): CCC[C@@H](C)O[P@@](=O)(OCOC(C)=O)O[C@@H](F)CC.CNC(C)=O.CNC(C)=O.CNC(C)=O.CNC(C)=O.CNC(C)=O.CNC(C)=O
E_tot in eV: -76634.197

Geometry (Å):
C1 -2.45136 4.56909 6.88232
C2 -3.36995 5.74559 6.53845
C3 -4.14267 5.56362 5.23131
C4 -4.92342 4.25798 5.15902
C5 -6.15485 4.24934 6.04499
O1 -5.33311 4.10269 3.76405
P1 -5.24152 2.67659 3.12935
O2 -4.00151 1.90491 3.28359
O3 -6.50046 1.92037 3.77075
C6 -6.47625 0.50515 3.76277
O4 -6.22646 0.07036 5.07294
C7 -4.94226 -0.28686 5.43243
C8 -4.14200 -1.09135 4.43667
O5 -4.54718 0.00291 6.51811
O6 -5.64677 2.99780 1.63031
C9 -5.00939 2.34753 0.54418
F1 -6.02438 2.07758 -0.33840
C10 -3.97258 3.21845 -0.11451
C11 -2.58241 3.10028 0.50823
H1 -1.95272 4.19556 5.98407
H2 -2.99976 3.73445 7.32221
H3 -1.68157 4.87885 7.58904
H4 -2.75912 6.64565 6.43865
H5 -4.07164 5.93092 7.35580
H6 -4.85928 6.37968 5.09602
H7 -3.46189 5.58969 4.37646
H8 -4.26980 3.42790 5.43818
H9 -6.75851 3.36065 5.87005
H10 -6.76570 5.13090 5.83571
H11 -5.85284 4.28427 7.09269
H12 -5.70908 0.14765 3.07680
H13 -7.45489 0.14612 3.45523
H14 -4.75316 -1.56042 3.66881
H15 -3.55796 -1.83049 4.97776
H16 -3.44808 -0.40471 3.94358
H17 -4.60812 1.38135 0.85778
H18 -4.33104 4.24900 -0.12648
H19 -3.93380 2.87792 -1.15383
H20 -2.37534 2.06522 0.78493
H21 -2.51890 3.67552 1.43482
H22 -1.80780 3.46006 -0.16074
C12 2.69048 1.97229 0.26411
C13 1.22621 1.68977 0.03041
O7 0.43546 2.56563 -0.29786
N1 0.81111 0.40735 0.17951
C14 1.61715 -0.75560 0.52125
H23 2.85870 3.03187 0.09594
H24 2.97809 1.71798 1.28443
H25 3.31210 1.38943 -0.41642
H26 -0.17683 0.28247 0.01860
H27 1.57598 -1.48564 -0.28821
H28 1.24022 -1.21557 1.43767
H29 2.65140 -0.47256 0.67006
C15 6.95298 -1.72253 0.88551
C16 5.51728 -2.12878 0.64318
O8 4.65291 -1.30730 0.37448
N2 5.21985 -3.44621 0.74353
C17 6.10680 -4.54707 1.07274
H30 7.02632 -0.64391 0.78772
H31 7.26624 -2.02343 1.88565
H32 7.62293 -2.19259 0.16555
H33 4.25070 -3.65588 0.56008
H34 6.13954 -5.27001 0.25625
H35 5.77214 -5.05618 1.97668
H36 7.11255 -4.18203 1.25015
C18 1.13177 -0.79579 -5.25388
C19 1.06550 -0.73799 -3.74588
O9 1.47880 -1.64843 -3.04267
N3 0.51787 0.37071 -3.18222
C20 -0.02809 1.54184 -3.83346
H37 1.58928 -1.73000 -5.55672
H38 0.12965 -0.74090 -5.68279
H39 1.72599 0.02789 -5.65211
H40 0.50995 0.34269 -2.17392
H41 0.50868 2.44039 -3.52579
H42 -1.08031 1.67565 -3.57420
H43 0.05307 1.44115 -4.91161
C21 0.31730 -4.39140 -7.79003
C22 1.74532 -3.90995 -7.82782
O10 2.01607 -2.71929 -7.74741
N4 2.72911 -4.83653 -7.95028
C23 2.59048 -6.27369 -8.05367
H44 -0.32767 -3.52606 -7.70253
H45 0.04692 -4.92006 -8.70446
H46 0.13863 -5.05062 -6.93952
H47 3.65702 -4.44329 -7.96600
H48 3.10148 -6.77381 -7.22915
H49 3.01261 -6.63868 -8.99159
H50 1.54145 -6.54919 -8.02205
C24 8.20747 -2.90381 6.79360
C25 7.62280 -2.99292 5.40330
O11 7.62300 -4.03290 4.76512
N5 7.08895 -1.86106 4.87202
C26 6.99462 -0.53888 5.45444
H51 8.58665 -3.88524 7.06011
H52 9.02498 -2.18293 6.82879
H53 7.44963 -2.60437 7.51831
H54 6.71688 -2.00789 3.94735
H55 5.95322 -0.22330 5.53420
H56 7.52674 0.19318 4.84458
H57 7.43000 -0.53704 6.44851
C27 -4.07809 -1.02320 -8.52078
C28 -2.72296 -1.68935 -8.44117
O12 -2.58518 -2.88602 -8.63458
N6 -1.65448 -0.89649 -8.15372
C29 -1.64565 0.52961 -7.90501
H58 -4.81113 -1.78701 -8.76024
H59 -4.34362 -0.55895 -7.57035
H60 -4.09335 -0.25735 -9.29700
H61 -0.76952 -1.38311 -8.12771
H62 -1.02177 1.04750 -8.63547
H63 -1.25829 0.74891 -6.90835
H64 -2.65260 0.92868 -7.97135

Mulliken population analysis, charges in e, atoms 1 to 2: atom 1 (C): -1.1238, atom 2 (C): -0.4100